# 1
A molecular structure, C4H10N2O2 in a non-equilibrium geometry, computed with ωB97M-V/def2-TZVPD.

The LUMO energy is -2.57 eV. The total energy is -11380.34278 eV. The calculation puts the HOMO energy at -0.3445 Ha.

Geometry (Å):
C  0.07749  -0.02777  -0.71260
N  0.92524  -0.81069  -1.36624
C  1.37541  -0.30670  -2.59008
O  0.80551  0.42777  -3.31472
C  0.40822  0.41955  0.76499
C  -0.75308  1.21708  1.35958
O  -1.55959  -1.23506  0.44912
N  0.60777  -0.71832  1.56882
H  -0.90449  -0.64839  -0.46000
H  -0.08142  0.91707  -1.24349
H  1.23405  -1.35937  1.08969
H  2.37066  -0.74307  -2.83527
H  1.32115  1.00355  0.90204
H  -0.37596  1.61009  2.29992
H  -1.01467  2.06149  0.72037
H  -1.59896  0.59733  1.54681
H  -2.52564  -1.25564  0.34501
H  -0.31166  -1.14893  1.47605

# 2
A molecular structure, C22H19F5Ge2PtS3Se, computed with ωB97M-V/def2-TZVPD.

As for the charge: +1. The LUMO energy (spin up / spin down) is -6.32 / -6.24 eV. As for the spin multiplicity: 2. Its expectation value of S² is 0.768. The total energy is -250828.03426 eV. The calculation puts the HOMO energy (spin up / spin down) at -0.4265 / -0.4281 Ha.

Geometry (Å):
Pt  0.92364  0.04176  -1.42120
S  -3.08404  -0.31123  -3.43048
C  -1.67438  -0.21393  -2.67740
S  -0.82440  -1.43904  -1.75839
S  -0.61747  1.18223  -2.59758
C  -4.08504  0.57439  0.58971
Ge  -2.76522  -0.68812  1.26577
C  -2.74292  -0.80616  3.21871
C  -3.14108  -2.46465  0.56422
Ge  -0.53807  0.21005  0.69184
C  -0.41873  2.09200  1.19344
C  0.55734  2.99970  0.78454
C  0.59556  4.28687  1.29537
C  -0.34901  4.68928  2.23018
C  -1.33253  3.80384  2.63926
C  -1.37420  2.51820  2.11680
C  0.94601  -0.87062  1.34301
C  0.71422  -2.20833  1.68701
C  1.74567  -3.00091  2.15757
C  3.03267  -2.48095  2.26561
C  3.28535  -1.16457  1.91485
C  2.24693  -0.36327  1.45589
H  -5.07999  0.26534  0.91430
H  -4.07075  0.58342  -0.50030
H  -3.90463  1.58563  0.94962
H  -3.63329  -1.35154  3.53699
H  -2.75550  0.16868  3.70370
H  -1.86770  -1.35308  3.57029
H  -4.13040  -2.75056  0.92797
H  -2.42748  -3.21082  0.91252
H  -3.16837  -2.47999  -0.52292
H  1.28871  2.71500  0.04349
H  1.35908  4.97800  0.96258
H  -0.32159  5.69317  2.63267
H  -2.07882  4.11363  3.35909
H  -2.16035  1.85204  2.44694
H  -0.27984  -2.63112  1.59373
H  1.55217  -4.02770  2.43925
H  3.83570  -3.10625  2.63339
H  4.28329  -0.75682  2.00934
H  2.44540  0.67722  1.23315
F  4.41583  -1.54192  -4.94884
C  3.13319  -1.71959  -5.11797
C  2.07754  -0.64514  -5.16166
F  1.17186  -0.59468  -6.13595
C  2.40053  0.58476  -4.41921
F  2.38755  1.73309  -4.99492
C  2.70683  0.37379  -3.08900
Se  2.89156  1.57180  -1.64476
C  2.45747  -1.00015  -2.82174
F  3.12160  -1.67041  -1.90858
C  2.08851  -1.74317  -4.07591
F  1.16162  -2.69917  -4.05601